A molecular structure, C5H5CaO6 at a distorted geometry. Source: OMol25; level of theory: the ωB97M-V functional and the def2-TZVPD basis.

Positions of all 17 atoms, in Å:
C: 3.321 2.461 -0.591
C: 1.725 2.170 -0.080
O: 1.715 1.713 1.128
O: 3.538 2.601 -1.730
H: 4.016 2.517 0.272
H: 1.368 3.212 -0.216
C: -1.169 -1.367 0.490
C: -1.472 -2.604 -0.315
O: -2.781 -2.335 -0.798
C: -3.262 -1.216 -0.286
O: -2.261 -0.614 0.492
O: -4.362 -0.795 -0.347
O: -0.309 -1.226 1.346
H: -1.468 -3.507 0.310
H: -0.768 -2.716 -1.149
Ca: 0.891 0.251 2.351
H: 1.278 1.454 -0.877

Its spin multiplicity is 2. The total energy comes out at -1321.95103 a.u. Its max |F| is 3.23 eV/A. The value obtained for the HOMO-LUMO gap (spin up / spin down) is 0.363 / 0.263 hartree. The charge is +2.


2 unconnected molecules or ions with the total composition C3H6NO2S at a distorted geometry. Source: OMol25; level of theory: the ωB97M-V functional and the def2-TZVPD basis.

Positions of all 13 atoms, in Å:
C: 3.481 0.691 -0.514
C: -0.973 0.153 0.045
C: 0.051 -0.710 0.613
N: 2.558 0.012 -0.546
O: 0.341 -3.485 0.856
O: -1.187 -2.848 -0.962
S: -0.266 -2.503 0.081
H: 4.289 1.380 -0.747
H: -0.789 1.128 0.439
H: -0.732 0.268 -1.051
H: -2.035 0.000 0.457
H: 0.038 -0.642 1.779
H: 1.052 -0.414 0.368

Its spin multiplicity is 1. The total energy comes out at -720.92426 a.u. Its max |F| is 3.52 eV/A. The value obtained for the HOMO-LUMO gap is 0.368 hartree. The charge is +1. The energy above the lowest of the compared OMol25 structures with the same formula, charge and spin is 385.9 kJ/mol.